Here is C2H3NO2S2 in the gas phase in a non-equilibrium geometry from OMol25. Energies are from ωB97M-V/def2-TZVPD.

ORCA input file:
```
! RIJCOSX wB97M-V def2-TZVPD def2/J DEFGRID3
* xyz 0 1
O 0.595 -1.926 0.148
N 1.262 -0.513 0.472
C 0.725 0.562 -0.236
S 1.559 1.802 -0.904
C -0.764 0.477 -0.238
O -1.223 0.862 0.922
S -1.780 0.318 -1.582
H -0.480 -1.946 0.689
H 2.259 -0.682 -0.059
H -2.153 1.046 0.788
*
```

Properties
- LUMO: -0.9 eV
- Structure (SMILES): ONC(=S)C(O)=S
- Electronic energy: -1079.46994 Ha
- HOMO energy: -9.3091 eV
- HOMO-LUMO gap: 8.36 eV
- Energy relative to the best compared isomer or geometry (same formula, charge and spin): 94.7 kcal/mol
- Maximum force: 5.618 eV/Å

---

Here is 2 unconnected molecules or ions with the total composition C2H3NO3 in a non-equilibrium geometry from OMol25. Energies are from ωB97M-V/def2-TZVPD.

ORCA input file:
```
! RIJCOSX wB97M-V def2-TZVPD def2/J DEFGRID3
* xyz 0 1
O 2.845 0.610 -0.308
C 2.019 -0.130 0.053
O 1.218 -0.918 0.419
C -0.815 -0.792 -0.223
N -0.707 0.475 -0.336
O -1.481 1.304 0.485
H -1.525 -1.295 0.420
H -0.406 -1.458 -0.981
H -1.148 2.203 0.471
*
```

Properties
- LUMO: 0.6 eV
- Structure (SMILES): O=C=O.C=NO
- Electronic energy: -358.40922 Ha
- HOMO energy: -9.6308 eV
- HOMO-LUMO gap: 10.24 eV
- Energy relative to the best compared isomer or geometry (same formula, charge and spin): 75.6 kcal/mol
- Maximum force: 4.025 eV/Å

---

Here is C2H3NO3 in the gas phase in a non-equilibrium geometry from OMol25. Energies are from ωB97M-V/def2-TZVPD.

ORCA input file:
```
! RIJCOSX wB97M-V def2-TZVPD def2/J DEFGRID3
* xyz 0 1
C 0.559 -0.670 0.130
C -0.753 0.320 -0.144
O -0.743 1.623 0.042
N -1.995 -0.320 -0.017
O -1.963 -1.591 -0.009
O -3.036 0.368 0.032
H 1.493 -0.234 -0.060
H 0.209 -1.654 -0.026
H -1.714 1.858 0.268
*
```

Properties
- LUMO (alpha / beta): -1.6 / -1.5 eV
- Structure (SMILES): C=C(O)[N+](=O)[O-]
- Electronic energy: -358.27702 Ha
- HOMO energy (alpha / beta): -9.9382 / -9.3323 eV
- HOMO-LUMO gap (alpha / beta): 8.30 / 7.86 eV
- Energy relative to the best compared isomer or geometry (same formula, charge and spin): 158.5 kcal/mol
- Maximum force: 7.969 eV/Å

---

Here is 2 unconnected molecules or ions with the total composition C2H3NO3 in a non-equilibrium geometry from OMol25. Energies are from ωB97M-V/def2-TZVPD.

ORCA input file:
```
! RIJCOSX wB97M-V def2-TZVPD def2/J DEFGRID3
* xyz 0 1
O -4.080 -0.562 -0.116
N -3.119 0.049 0.187
O -2.946 0.957 0.926
O -2.023 -0.334 -0.547
H -1.381 0.296 -0.130
C 1.317 0.123 -0.794
C 0.823 0.136 0.299
H 1.431 0.184 -1.771
H 0.785 -0.085 1.385
*
```

Properties
- LUMO: 0.6 eV
- Structure (SMILES): O=[N+]([O-])O.C#C
- Electronic energy: -358.25417 Ha
- HOMO energy: -11.4439 eV
- HOMO-LUMO gap: 12.03 eV
- Energy relative to the best compared isomer or geometry (same formula, charge and spin): 172.9 kcal/mol
- Maximum force: 4.037 eV/Å

---

Here is a molecular structure, C2H3NO3 in a non-equilibrium geometry from OMol25. Energies are from ωB97M-V/def2-TZVPD.

ORCA input file:
```
! RIJCOSX wB97M-V def2-TZVPD def2/J DEFGRID3
* xyz 0 1
O 1.685 0.103 -0.136
C 1.071 -0.738 -0.752
N -0.222 -0.484 -1.153
C -0.858 0.262 0.536
O -0.221 1.305 0.856
O -1.637 -0.531 0.879
H 1.473 -1.349 -1.506
H -0.330 -0.582 -2.099
H 0.522 1.172 0.182
*
```

Properties
- LUMO: 0.7 eV
- Electronic energy: -358.39516 Ha
- HOMO energy: -9.8573 eV
- HOMO-LUMO gap: 10.53 eV
- Energy relative to the best compared isomer or geometry (same formula, charge and spin): 84.4 kcal/mol
- Maximum force: 6.585 eV/Å

---

Here is C2H3NO3 in the gas phase in a non-equilibrium geometry from OMol25. Energies are from ωB97M-V/def2-TZVPD.

ORCA input file:
```
! RIJCOSX wB97M-V def2-TZVPD def2/J DEFGRID3
* xyz 0 1
O 0.888 -1.873 0.271
C 0.988 -0.780 -0.171
N -0.063 0.178 -0.362
O 0.603 1.344 0.233
C -1.377 -0.075 0.292
O -2.136 -0.794 -0.189
H 1.968 -0.434 -0.694
H 0.432 1.864 -0.539
H -1.304 0.571 1.158
*
```

Properties
- LUMO: 0.4 eV
- Structure (SMILES): O=CN(O)C=O
- Electronic energy: -358.39191 Ha
- HOMO energy: -10.6439 eV
- HOMO-LUMO gap: 11.03 eV
- Energy relative to the best compared isomer or geometry (same formula, charge and spin): 86.4 kcal/mol
- Maximum force: 4.772 eV/Å

---

Here is a molecular structure, C2H3NO3 in a non-equilibrium geometry from OMol25. Energies are from ωB97M-V/def2-TZVPD.

ORCA input file:
```
! RIJCOSX wB97M-V def2-TZVPD def2/J DEFGRID3
* xyz 0 1
C -0.082 0.081 -0.646
C -0.842 0.662 -1.624
N 0.754 -0.604 1.990
O 0.156 -0.482 2.965
O -0.247 0.057 0.711
O 1.760 -1.012 1.583
H 0.797 -0.477 -0.970
H -0.576 0.552 -2.652
H -1.718 1.224 -1.356
*
```

Properties
- LUMO: -0.7 eV
- Electronic energy: -358.27524 Ha
- HOMO energy: -8.9357 eV
- HOMO-LUMO gap: 8.24 eV
- Energy relative to the best compared isomer or geometry (same formula, charge and spin): 159.7 kcal/mol
- Maximum force: 3.398 eV/Å

---

Here is 2 unconnected molecules or ions with the total composition C2H3NO3 in a non-equilibrium geometry from OMol25. Energies are from ωB97M-V/def2-TZVPD.

ORCA input file:
```
! RIJCOSX wB97M-V def2-TZVPD def2/J DEFGRID3
* xyz 0 1
C 1.356 0.634 -0.204
C 0.954 -0.559 0.105
O 0.713 -1.700 0.372
H 2.374 0.909 -0.175
H 0.677 1.380 -0.440
O -1.880 1.291 0.316
N -1.230 0.334 0.450
O -1.846 -0.830 -0.088
H -1.117 -1.458 -0.334
*
```

Properties
- LUMO: -0.4 eV
- Structure (SMILES): C=C=O.O=NO
- Electronic energy: -358.33603 Ha
- HOMO energy: -9.7390 eV
- HOMO-LUMO gap: 9.37 eV
- Energy relative to the best compared isomer or geometry (same formula, charge and spin): 121.5 kcal/mol
- Maximum force: 3.199 eV/Å

---

Here is a molecular structure, C2H3NO4 in a non-equilibrium geometry from OMol25. Energies are from ωB97M-V/def2-TZVPD.

ORCA input file:
```
! RIJCOSX wB97M-V def2-TZVPD def2/J DEFGRID3
* xyz 0 1
C -0.598 0.903 -0.192
C 0.958 -0.410 -0.243
N -1.547 0.292 0.198
O -0.082 1.920 -0.462
O -1.887 -0.980 0.374
O 0.400 -1.452 -0.483
O 1.272 -0.042 0.988
H 1.395 0.236 -0.933
H -1.396 -1.459 -0.336
H 1.485 0.991 1.089
*
```

Properties
- LUMO: -0.5 eV
- Electronic energy: -433.59033 Ha
- HOMO energy: -9.9297 eV
- HOMO-LUMO gap: 9.48 eV
- Energy relative to the best compared isomer or geometry (same formula, charge and spin): 108.7 kcal/mol
- Maximum force: 3.605 eV/Å

---

Here is a gas-phase ion, C2H3NOPS (charge +1) in a non-equilibrium geometry from OMol25. Energies are from ωB97M-V/def2-TZVPD.

ORCA input file:
```
! RIJCOSX wB97M-V def2-TZVPD def2/J DEFGRID3
* xyz 1 1
C -0.013 -0.145 -0.050
C 1.301 -0.597 -0.255
N -0.375 1.476 -0.195
O -1.616 1.759 0.086
P -2.759 0.754 0.594
S -1.386 -0.932 0.583
H 1.872 -0.641 0.729
H 1.701 -0.030 -0.974
H 1.275 -1.644 -0.519
*
```

Properties
- LUMO (alpha / beta): -6.7 / -6.7 eV
- Electronic energy: -947.14198 Ha
- HOMO energy (alpha / beta): -14.7255 / -14.7261 eV
- HOMO-LUMO gap (alpha / beta): 8.05 / 8.05 eV
- Energy relative to the best compared isomer or geometry (same formula, charge and spin): 40.2 kcal/mol
- Maximum force: 8.651 eV/Å

---

Here is 2 unconnected molecules or ions with the total composition C2H3NOS in a non-equilibrium geometry from OMol25. Energies are from ωB97M-V/def2-TZVPD.

ORCA input file:
```
! RIJCOSX wB97M-V def2-TZVPD def2/J DEFGRID3
* xyz 0 1
C -0.724 -1.227 -0.289
C -0.674 -0.304 0.644
N 1.135 0.533 0.462
O 2.051 2.491 -0.599
S 0.855 1.653 -0.497
H -1.747 -1.652 -0.357
H -0.053 -1.509 -1.045
H -0.842 0.014 1.681
*
```

Properties
- LUMO: -0.1 eV
- Electronic energy: -606.03512 Ha
- HOMO energy: -10.1152 eV
- HOMO-LUMO gap: 9.98 eV
- Energy relative to the best compared isomer or geometry (same formula, charge and spin): 95.5 kcal/mol
- Maximum force: 5.790 eV/Å

---

Here is C2H3NOS in the gas phase in a non-equilibrium geometry from OMol25. Energies are from ωB97M-V/def2-TZVPD.

ORCA input file:
```
! RIJCOSX wB97M-V def2-TZVPD def2/J DEFGRID3
* xyz 0 1
N 1.956 0.607 1.469
C 0.963 0.488 0.908
C -0.065 0.426 -0.072
O -1.141 -0.628 0.347
S 0.450 -0.299 -1.689
H -0.644 1.345 -0.243
H -0.728 -1.223 0.968
H -0.791 -0.716 -1.688
*
```

Properties
- LUMO: 0.3 eV
- Structure (SMILES): N#C[C@H](O)S
- Electronic energy: -606.13391 Ha
- HOMO energy: -9.9874 eV
- HOMO-LUMO gap: 10.34 eV
- Energy relative to the best compared isomer or geometry (same formula, charge and spin): 33.5 kcal/mol
- Maximum force: 4.301 eV/Å

---

Here is 2 unconnected molecules or ions with the total composition C2H3NOS in a non-equilibrium geometry from OMol25. Energies are from ωB97M-V/def2-TZVPD.

ORCA input file:
```
! RIJCOSX wB97M-V def2-TZVPD def2/J DEFGRID3
* xyz 0 1
N 2.259 -0.149 -1.055
C 1.694 -0.220 -0.019
O 1.342 -0.457 1.085
H 2.462 0.137 -1.973
C -1.877 0.220 0.570
S -1.744 -0.623 -0.740
H -2.000 -0.214 1.548
H -2.135 1.306 0.583
*
```

Properties
- LUMO: -0.3 eV
- Structure (SMILES): N=C=O.C=S
- Electronic energy: -606.14374 Ha
- HOMO energy: -8.8270 eV
- HOMO-LUMO gap: 8.57 eV
- Energy relative to the best compared isomer or geometry (same formula, charge and spin): 27.4 kcal/mol
- Maximum force: 2.656 eV/Å

---

Here is 2 unconnected molecules or ions with the total composition C2H3NOS in a non-equilibrium geometry from OMol25. Energies are from ωB97M-V/def2-TZVPD.

ORCA input file:
```
! RIJCOSX wB97M-V def2-TZVPD def2/J DEFGRID3
* xyz 0 1
N -1.044 0.396 -0.641
C -1.935 -0.267 -0.204
O -2.704 -0.861 0.417
H -0.735 0.643 -1.552
C 1.558 0.116 0.548
S 2.207 -1.174 -0.157
H 0.884 0.030 1.392
H 1.769 1.118 0.195
*
```

Properties
- LUMO: -0.3 eV
- Structure (SMILES): N=C=O.C=S
- Electronic energy: -606.15303 Ha
- HOMO energy: -8.8605 eV
- HOMO-LUMO gap: 8.56 eV
- Energy relative to the best compared isomer or geometry (same formula, charge and spin): 21.5 kcal/mol
- Maximum force: 1.186 eV/Å

---

Here is C2H3NOS in the gas phase in a non-equilibrium geometry from OMol25. Energies are from ωB97M-V/def2-TZVPD.

ORCA input file:
```
! RIJCOSX wB97M-V def2-TZVPD def2/J DEFGRID3
* xyz 0 3
C -0.472 1.240 -0.030
C 0.581 -0.711 0.010
N 0.638 0.724 -0.025
O -0.689 -1.266 -0.141
S -1.795 0.084 -0.021
H -0.510 2.323 -0.056
H 1.250 -1.314 -0.636
H 0.998 -1.080 0.899
*
```

Properties
- LUMO (alpha / beta): 0.9 / -2.0 eV
- Electronic energy: -606.02519 Ha
- HOMO energy (alpha / beta): -6.1037 / -10.6743 eV
- HOMO-LUMO gap (alpha / beta): 7.04 / 8.68 eV
- Energy relative to the best compared isomer or geometry (same formula, charge and spin): 53.0 kcal/mol
- Maximum force: 4.911 eV/Å

---

Here is C2H3NOS2 in the gas phase in a non-equilibrium geometry from OMol25. Energies are from ωB97M-V/def2-TZVPD.

ORCA input file:
```
! RIJCOSX wB97M-V def2-TZVPD def2/J DEFGRID3
* xyz 0 1
S -2.855 0.186 0.149
C -1.659 -0.828 -0.128
O -0.318 -0.640 0.022
C 0.085 0.689 -0.093
N 1.305 1.009 -0.084
S 2.420 -0.372 0.091
H -1.775 -1.904 -0.304
H -0.652 1.476 -0.199
H 3.449 0.384 0.546
*
```

Properties
- LUMO: -0.4 eV
- Structure (SMILES): S=CO/C=N\S
- Electronic energy: -1004.31827 Ha
- HOMO energy: -9.2529 eV
- HOMO-LUMO gap: 8.87 eV
- Energy relative to the best compared isomer or geometry (same formula, charge and spin): 43.5 kcal/mol
- Maximum force: 1.801 eV/Å

---

Here is C2H3NOS2 in the gas phase in a non-equilibrium geometry from OMol25. Energies are from ωB97M-V/def2-TZVPD.

ORCA input file:
```
! RIJCOSX wB97M-V def2-TZVPD def2/J DEFGRID3
* xyz 0 1
C 0.606 -0.202 -0.052
C -0.272 0.416 -1.134
N 0.197 -0.405 1.127
O -1.500 0.733 -0.913
S 0.527 -0.910 2.729
S -1.306 -0.158 1.906
H 1.525 -0.507 -0.271
H 0.423 1.401 -1.379
H -0.199 -0.367 -2.012
*
```

Properties
- LUMO: -1.5 eV
- Electronic energy: -1004.19473 Ha
- HOMO energy: -8.0071 eV
- HOMO-LUMO gap: 6.49 eV
- Energy relative to the best compared isomer or geometry (same formula, charge and spin): 121.0 kcal/mol
- Maximum force: 4.226 eV/Å

---

Here is 2 unconnected molecules or ions with the total composition C2H3NOS2 in a non-equilibrium geometry from OMol25. Energies are from ωB97M-V/def2-TZVPD.

ORCA input file:
```
! RIJCOSX wB97M-V def2-TZVPD def2/J DEFGRID3
* xyz 0 1
C -0.124 0.060 -0.517
C -1.256 -1.253 1.165
N -0.883 -0.577 0.140
O 3.390 -1.233 0.459
S 3.974 1.304 -0.649
S 2.861 0.121 0.388
H -0.212 0.848 -1.218
H -1.267 -0.889 2.245
H -1.964 -2.075 1.043
*
```

Properties
- LUMO: -1.6 eV
- Electronic energy: -1004.23302 Ha
- HOMO energy: -8.1776 eV
- HOMO-LUMO gap: 6.53 eV
- Energy relative to the best compared isomer or geometry (same formula, charge and spin): 97.0 kcal/mol
- Maximum force: 2.561 eV/Å

---

Here is a molecular structure, C2H3NOS2 in a non-equilibrium geometry from OMol25. Energies are from ωB97M-V/def2-TZVPD.

ORCA input file:
```
! RIJCOSX wB97M-V def2-TZVPD def2/J DEFGRID3
* xyz 0 1
C 0.212 -0.370 1.447
C -0.430 0.428 -0.487
N 0.192 -1.543 0.946
O -0.352 0.733 0.808
S -0.398 -1.427 -0.625
S 1.168 0.970 -1.371
H 0.333 -0.302 2.569
H -1.301 0.856 -0.769
H 0.575 0.655 -2.519
*
```

Properties
- LUMO: 0.6 eV
- Electronic energy: -1004.31811 Ha
- HOMO energy: -8.5615 eV
- HOMO-LUMO gap: 9.16 eV
- Energy relative to the best compared isomer or geometry (same formula, charge and spin): 43.6 kcal/mol
- Maximum force: 3.938 eV/Å

---

Here is C2H3NOS2 in the gas phase in a non-equilibrium geometry from OMol25. Energies are from ωB97M-V/def2-TZVPD.

ORCA input file:
```
! RIJCOSX wB97M-V def2-TZVPD def2/J DEFGRID3
* xyz 0 1
O -0.129 -2.030 0.723
C -0.279 -0.802 0.965
S -0.485 -0.115 2.551
C -0.110 -0.029 -0.356
N 0.054 1.250 -0.413
S 0.233 1.816 -2.055
H 0.105 -2.579 1.540
H -0.273 -0.679 -1.222
H 0.884 3.168 -1.734
*
```

Properties
- LUMO: -0.8 eV
- Structure (SMILES): OC(=S)/C=N/S
- Electronic energy: -1004.30139 Ha
- HOMO energy: -8.9119 eV
- HOMO-LUMO gap: 8.15 eV
- Energy relative to the best compared isomer or geometry (same formula, charge and spin): 54.1 kcal/mol
- Maximum force: 5.834 eV/Å